Record 1
Density functional theory data (ωB97M-V/def2-TZVPD) for a single C3H3NOS molecule in a non-equilibrium geometry.

Output
SMILES: N#CCOC=S
Energy: -644.2395 Ha
LUMO: 0.08 eV
HOMO: -9.21 eV
Largest force on an atom: 2.3 eV/Å
Energy relative to the best compared isomer or geometry (same formula, charge and spin): 1.290 eV
Frontier orbital gap: 9.29 eV
Net charge: 0

CARTESIAN COORDINATES (ANGSTROEM)
N 1.8543 -1.5309 -0.1377
C 1.3198 -0.5009 -0.0730
C 0.6725 0.8132 -0.0487
O -0.7206 0.7218 -0.1413
C -1.3942 -0.4156 0.0577
S -2.9841 -0.5478 -0.1045
H 1.0622 1.4891 -0.7779
H 1.0171 1.2528 0.8802
H -0.8271 -1.2817 0.3451

The net atomic charges from Mulliken, expressed in e, are: N -0.35; C 0.16; C -0.09; O -0.23; C -0.04; S -0.25; H 0.29; H 0.24; H 0.27

=====

Record 2
Density functional theory data (ωB97M-V/def2-TZVPD) for C24H20BF6N10O6S2W as an isolated structure in a non-equilibrium geometry.

Output
Energy: -3413.0016 Ha
LUMO (alpha / beta): -4.32 / -4.77 eV
HOMO (alpha / beta): -10.86 / -10.83 eV
Largest force on an atom: 2.3 eV/Å
Energy relative to the best compared isomer or geometry (same formula, charge and spin): 0.021 eV
Frontier orbital gap (alpha / beta): 6.54 / 6.07 eV
Net charge: +1

CARTESIAN COORDINATES (ANGSTROEM)
W 0.4844 0.2065 0.2964
C 4.4782 1.6263 -0.4510
C 3.4374 0.7451 -0.7244
N 2.3431 1.0941 -0.0082
N 2.6917 2.1861 0.7344
C 3.9686 2.5214 0.4665
B 1.6194 3.0772 1.3904
N 0.7997 2.3301 2.4631
C 0.5637 2.6913 3.7313
C -0.4093 1.8562 4.2482
C -0.7294 0.9946 3.2053
N 0.0081 1.2850 2.1257
N 0.6104 3.3613 0.2825
C 0.1831 4.5253 -0.2214
C -0.7766 4.2516 -1.1747
C -0.8835 2.8662 -1.1902
N -0.0340 2.3268 -0.3042
H 5.4554 1.6285 -0.8837
H 3.4159 -0.1009 -1.3964
H 4.4289 3.3723 0.9248
H 2.1041 4.0546 1.8278
H 1.1014 3.4929 4.1988
H -0.8397 1.8797 5.2279
H -1.4446 0.1909 3.2004
H 0.5715 5.4645 0.1196
H -1.3204 4.9484 -1.7767
H -1.5430 2.2752 -1.7961
O -1.8087 0.4679 -3.5864
C -1.4516 -0.7101 -4.1281
C -2.1192 -1.1642 -5.2646
C -1.7940 -2.3845 -5.8174
C -0.8007 -3.1825 -5.2537
C -0.1439 -2.7539 -4.1255
C -0.4512 -1.5138 -3.5481
C 0.1668 -1.1567 -2.2827
O 0.1397 0.0513 -1.7758
N 0.7123 -2.1167 -1.5725
N 1.0341 -1.6794 -0.3390
C 1.4054 -2.6052 0.5380
C 1.7509 -2.1105 1.8080
C 2.1159 -2.9150 2.8968
C 2.5689 -2.3322 4.0541
C 2.7310 -0.9396 4.0579
C 2.3097 -0.1981 2.9815
N 1.7219 -0.7296 1.8787
H -1.2407 0.6126 -2.8076
H -2.8967 -0.5455 -5.6841
H -2.3242 -2.7248 -6.6925
H -0.5616 -4.1372 -5.6954
H 0.6110 -3.3567 -3.6490
H 1.4304 -3.6505 0.2602
H 2.0382 -3.9841 2.7916
H 2.8132 -2.9221 4.9230
H 3.1829 -0.4465 4.9013
H 2.4775 0.8725 2.9840
F -3.3890 -3.6908 -0.1203
C -2.2344 -3.1233 0.1663
F -1.9029 -2.2917 -0.8381
F -1.2980 -4.0572 0.2581
S -2.2370 -1.9686 1.6515
O -0.9192 -1.3418 1.4849
O -2.4272 -2.7176 2.8350
N -3.3992 -0.9728 1.3217
S -3.0901 0.3505 0.5364
O -1.7772 0.3094 -0.1232
O -3.3341 1.5450 1.2615
C -4.2759 0.2831 -0.9248
F -5.5328 0.1430 -0.5510
F -4.1527 1.3892 -1.6455
F -3.9321 -0.7522 -1.6814

The net atomic charges from Mulliken, expressed in e, are: W 1.93; C -1.33; C -0.13; N 0.57; N 0.10; C -0.28; B 0.37; N -0.15; C -0.26; C -1.41; C -0.13; N 0.30; N -0.10; C -0.13; C -1.41; C -0.33; N 0.50; H 0.48; H 0.55; H 0.50; H -0.11; H 0.49; H 0.53; H 0.48; H 0.48; H 0.51; H 0.31; O -0.66; C 0.36; C -0.83; C -0.33; C -0.82; C -0.53; C 0.35; C 0.91; O -1.07; N -1.57; N 1.34; C -0.61; C 0.79; C -1.24; C -0.51; C -1.27; C 0.19; N 0.28; H 0.26; H 0.46; H 0.42; H 0.43; H 0.48; H 0.36; H 0.53; H 0.48; H 0.49; H 0.39; F -0.24; C 0.66; F -0.06; F -0.23; S 1.12; O -0.70; O -0.63; N -0.65; S 1.21; O -0.24; O -0.69; C 0.61; F -0.20; F -0.19; F -0.19

=====

Record 3
Density functional theory data (ωB97M-V/def2-TZVPD) for a 2-piece molecular cluster, C3H8N3 overall in a non-equilibrium geometry.

Output
Energy: -283.0754 Ha
LUMO: -5.29 eV
HOMO: -14.27 eV
Largest force on an atom: 3.3 eV/Å
Energy relative to the best compared isomer or geometry (same formula, charge and spin): 2.406 eV
Frontier orbital gap: 8.97 eV
Net charge: +1

CARTESIAN COORDINATES (ANGSTROEM)
C 1.4653 0.5057 0.3444
C 1.1810 0.3252 -1.1284
C -0.5717 0.9018 0.1329
N 0.4546 0.9881 0.9490
N -1.2632 -1.3596 1.1545
N -0.2305 0.6083 -1.1039
H 2.5254 0.4937 0.8060
H 1.5873 1.2302 -1.5632
H 1.5215 -0.6094 -1.6855
H -1.5338 1.1933 0.5298
H -0.9793 -2.3175 1.3723
H -1.7093 -1.3532 0.2691
H -0.5992 0.4452 -2.0005
H -1.8482 -1.0517 1.9235

The net atomic charges from Mulliken, expressed in e, are: C 0.04; C -0.33; C -0.16; N -0.28; N -0.68; N -0.04; H 0.34; H 0.32; H 0.34; H 0.48; H 0.24; H 0.27; H 0.23; H 0.24

=====

Record 4
Density functional theory data (ωB97M-V/def2-TZVPD) for a single C4H8N2O molecule.

Output
SMILES: [H]/N=C(\NC)C(C)=O
Energy: -341.9602 Ha
LUMO: 0.81 eV
HOMO: -9.37 eV
Largest force on an atom: 0.4 eV/Å
Energy relative to the best compared isomer or geometry (same formula, charge and spin): 1.183 eV
Frontier orbital gap: 10.18 eV
Net charge: 0

CARTESIAN COORDINATES (ANGSTROEM)
H -1.7717 -0.6735 0.9162
N -1.4159 0.1562 0.4416
C -0.2221 -0.0119 0.0166
N 0.6265 -1.0715 0.1908
C 0.1358 -2.3439 0.6696
C 0.3345 1.1026 -0.8495
C 0.0286 2.5242 -0.4602
O 0.9763 0.8085 -1.8366
H 1.4438 -1.0744 -0.4028
H 0.9779 -3.0027 0.8930
H -0.5203 -2.8340 -0.0634
H -0.4262 -2.2021 1.5992
H 0.0326 2.6434 0.6265
H 0.7697 3.1767 -0.9275
H -0.9695 2.8025 -0.8136

The net atomic charges from Mulliken, expressed in e, are: H 0.23; N -0.67; C 0.50; N -0.21; C -0.95; C 0.58; C -1.03; O -0.56; H 0.27; H 0.32; H 0.32; H 0.29; H 0.32; H 0.34; H 0.26

=====

Record 5
Density functional theory data (ωB97M-V/def2-TZVPD) for a 2-piece molecular cluster, C14H25OSi overall in a non-equilibrium geometry.

Output
Energy: -912.9023 Ha
LUMO: -5.78 eV
HOMO: -12.34 eV
Largest force on an atom: 4.4 eV/Å
Energy relative to the best compared isomer or geometry (same formula, charge and spin): 0.000 eV
Frontier orbital gap: 6.56 eV
Net charge: +1

CARTESIAN COORDINATES (ANGSTROEM)
C 2.2417 0.5818 -2.7157
O 0.8699 0.8964 -2.7859
C 0.0600 -0.1859 -2.6974
C -1.3340 -0.0545 -2.7534
C -2.2139 -1.1621 -2.6992
C -3.5729 -0.9686 -2.7670
C -4.0972 0.3126 -2.8855
C -3.2507 1.4113 -2.9388
C -1.8921 1.2347 -2.8758
H 2.7982 1.5156 -2.7613
H 2.4710 0.0866 -1.7730
H 2.5385 -0.0412 -3.5598
H 0.4967 -1.1660 -2.5806
H -1.8077 -2.1553 -2.6135
H -4.2405 -1.8147 -2.7317
H -5.1640 0.4589 -2.9369
H -3.6570 2.4052 -3.0296
H -1.2201 2.0747 -2.9173
C -0.5456 -2.6300 2.3295
C 0.7793 -1.9324 2.5429
Si 0.8663 -0.1545 1.9128
C -0.4646 0.9203 2.7140
C -0.5221 2.3521 2.2314
C 2.5863 0.5803 2.1683
C 3.7142 -0.1748 1.5015
H 0.6208 -0.1871 0.4737
H -0.5367 -3.6566 2.7092
H -1.3594 -2.1043 2.8352
H -0.8033 -2.6754 1.2683
H 1.0312 -1.8749 3.6052
H 1.5958 -2.4731 2.0566
H -1.4169 0.4083 2.5524
H -0.2631 0.8718 3.7874
H -1.3072 2.9257 2.7340
H 0.4230 2.8708 2.4099
H -0.7174 2.4003 1.1573
H 2.5359 1.6136 1.8140
H 2.7242 0.6267 3.2519
H 4.6865 0.2961 1.6775
H 3.7783 -1.2019 1.8694
H 3.5686 -0.2303 0.4201

The net atomic charges from Mulliken, expressed in e, are: C -0.52; O -0.26; C -0.07; C 0.69; C -0.41; C -0.67; C -0.27; C -0.65; C -0.26; H 0.28; H 0.14; H 0.37; H 0.46; H 0.41; H 0.42; H 0.42; H 0.42; H 0.49; C -1.25; C -0.33; Si 0.22; C -0.32; C -1.25; C -0.34; C -1.06; H -0.29; H 0.37; H 0.31; H 0.26; H 0.38; H 0.32; H 0.30; H 0.37; H 0.37; H 0.30; H 0.25; H 0.29; H 0.38; H 0.38; H 0.30; H 0.05

=====

Record 6
Density functional theory data (ωB97M-V/def2-TZVPD) for a 2-piece molecular cluster, C3H7IO2 overall in a non-equilibrium geometry.

Output
Energy: -566.5057 Ha
<S²>: 2.012
LUMO (alpha / beta): 0.51 / -1.21 eV
HOMO (alpha / beta): -6.41 / -9.10 eV
Largest force on an atom: 3.3 eV/Å
Energy relative to the best compared isomer or geometry (same formula, charge and spin): 0.000 eV
Frontier orbital gap (alpha / beta): 6.92 / 7.89 eV
Net charge: 0
2S+1: 3

CARTESIAN COORDINATES (ANGSTROEM)
C -0.8276 -0.9337 -0.5854
C 0.3178 -0.0485 -0.7606
C 0.7973 0.8246 1.4733
O -0.0596 1.8437 1.4418
O 2.0457 1.1271 1.5556
I 0.0658 -0.8452 2.8846
H -1.7771 -0.5065 -0.1016
H -0.7000 -1.7928 0.1192
H -1.1134 -1.4389 -1.5652
H 1.2607 -0.6384 -0.8636
H 0.2362 0.9007 -1.1719
H -0.7864 1.4905 0.8739
H 2.2114 2.0634 1.7822

The net atomic charges from Mulliken, expressed in e, are: C -0.63; C -0.91; C 0.23; O -0.45; O -0.38; I -0.13; H 0.24; H 0.21; H 0.27; H 0.31; H 0.51; H 0.39; H 0.33